C28H31Br4N3O5STeV | the ωB97M-V functional and the def2-TZVPD basis

Atoms and positions in Å:
V  0.4535  0.4685  1.0669
C  2.3259  0.3921  -1.2144
N  1.3515  -0.5331  -0.5789
C  0.2345  -0.7393  -1.5330
C  1.9705  -1.8530  -0.3106
C  3.0863  -1.8105  0.7251
N  2.5513  -1.9014  2.0649
C  2.1828  -3.2512  2.4428
C  3.4100  -1.3010  3.0672
H  2.7730  -0.0971  -2.0857
H  3.1031  0.6815  -0.5105
H  1.7970  1.2941  -1.5378
H  0.6034  -1.2003  -2.4541
H  -0.2018  0.2248  -1.7635
H  -0.5194  -1.3843  -1.0754
H  2.3295  -2.2563  -1.2641
H  1.1721  -2.5074  0.0428
H  3.6192  -0.8621  0.6484
H  3.8292  -2.5964  0.5017
H  3.0636  -3.9139  2.5078
H  1.4913  -3.6842  1.7193
H  1.6832  -3.2319  3.4102
H  4.3729  -1.8297  3.1693
H  2.8970  -1.3142  4.0287
H  3.6148  -0.2602  2.8093
Br  -3.9832  5.3684  1.5518
C  -2.3623  4.4115  1.4487
C  -1.1860  4.9461  1.9651
Br  -1.1829  6.6396  2.7942
C  0.0022  4.2189  1.8785
Br  1.6388  4.8612  2.5611
C  0.0324  2.9771  1.2657
O  1.1214  2.1983  1.1677
C  -1.1679  2.4245  0.7651
O  -1.0809  1.1834  0.2718
C  -2.3445  3.1494  0.8573
Br  -3.8844  2.3480  0.1167
O  -1.2263  -3.6084  5.5308
S  -1.1275  -2.1799  5.6399
O  -0.9173  -1.6039  6.9362
N  0.0050  -1.6223  4.5811
C  -0.5513  -0.9170  3.6475
O  0.1317  -0.3822  2.7007
C  -2.0322  -0.7480  3.7329
C  -2.8874  -0.0481  2.9007
C  -4.2384  -0.0290  3.2289
C  -4.7124  -0.6957  4.3540
C  -3.8493  -1.4050  5.1847
C  -2.5149  -1.4107  4.8453
H  -2.5260  0.4645  2.0185
H  -4.9233  0.5208  2.5966
H  -5.7686  -0.6608  4.5882
H  -4.2088  -1.9263  6.0616
C  0.1595  -2.3480  -6.1320
C  0.1343  -1.0249  -5.4115
C  -1.0346  -0.5192  -4.8616
C  -1.0674  0.6946  -4.1773
C  -2.3702  1.1435  -3.5782
C  0.1073  1.4580  -4.0270
Te  0.1016  3.2523  -2.8913
C  1.2916  0.9624  -4.6096
C  2.5777  1.7400  -4.5607
C  1.2872  -0.2610  -5.2752
H  -0.8473  -2.7535  -6.2390
H  0.7597  -3.0870  -5.5943
H  0.5888  -2.2490  -7.1314
H  -1.9548  -1.0895  -4.9584
H  -3.1611  0.4172  -3.7792
H  -2.6639  2.1177  -3.9740
H  -2.2777  1.2863  -2.4981
H  2.7504  2.1655  -3.5712
H  2.5298  2.5979  -5.2364
H  3.4237  1.1119  -4.8500
H  2.2155  -0.6227  -5.7113

Properties
**Orbital gap (spin up / spin down)**: 5.295 / 5.361 eV
**DFT total energy**: -368236.5340 eV
**Spin multiplicity**: 3
**Net charge**: -1